# 1
Entry from the OMol25 dataset: a structure of composition C15H23BF4MnN5 in a non-equilibrium geometry (ωB97M-V/def2-TZVPD).

Geometry as XYZ:
```
49
Properties=species:S:1:pos:R:3
Mn -0.4042 -0.2738 0.3353
C -2.6286 -3.0938 -1.9876
C -1.6339 -2.2657 -1.2660
N -1.8875 -1.1350 -0.7005
C -3.2609 -0.6152 -0.4751
C -3.1982 0.2534 0.7808
N -1.9274 1.0584 0.7449
C -2.0086 2.1528 -0.2658
C -0.6102 2.5773 -0.5975
N 0.2236 1.3536 -0.8874
C 1.6781 1.6741 -0.6167
C 1.9314 1.4340 0.8688
N 1.3652 0.0769 1.0305
C 2.0583 -0.9855 1.2685
C 3.3112 -1.0621 2.0483
C 1.5015 -2.1864 0.5451
C 1.9813 -3.4729 0.5395
C 1.3541 -4.4035 -0.2958
C 0.2133 -4.0633 -1.0199
C -0.2520 -2.7674 -0.9397
N 0.4681 -1.8483 -0.2702
H -3.3192 -2.4717 -2.5557
H -3.2158 -3.6706 -1.2624
H -2.1455 -3.7972 -2.6630
H -3.9412 -1.4494 -0.3095
H -3.6038 -0.0776 -1.3593
H -3.1757 -0.3596 1.6768
H -4.0498 0.9312 0.8410
H -1.7843 1.4542 1.6770
H -2.5973 2.9795 0.1333
H -2.5236 1.7732 -1.1465
H -0.1545 3.0974 0.2448
H -0.5742 3.2442 -1.4585
H 0.1234 1.1413 -1.8797
H 1.8856 2.6987 -0.9239
H 2.2948 1.0005 -1.2092
H 1.4237 2.1434 1.5206
H 2.9929 1.4417 1.1074
H 3.3534 -0.2706 2.7939
H 4.1811 -0.9761 1.3857
H 3.3825 -2.0288 2.5465
H 2.8155 -3.7660 1.1630
H 1.7351 -5.4163 -0.3446
H -0.3188 -4.8131 -1.5909
F -1.7914 0.7234 3.7776
B -0.6828 0.3143 4.3946
F -0.7293 -0.2743 5.5465
F 0.4729 0.5347 3.7663
F -0.8881 -1.1508 1.7820
```

The LUMO energy (alpha / beta) comes out at -0.443 / -0.450 hartree. The highest occupied orbital energy (alpha / beta) comes out at -0.7448 / -0.7505 Eh. As for the molecular weight: 415.1 g/mol. The spin multiplicity is 4. For the calculated total energy, the calculation gives -66224.0903 eV. The value obtained for the HOMO-LUMO gap (alpha / beta) is 8.2 / 8.2 eV. The net charge is +3.

Results of the Mulliken charge analysis, in e, for atoms 1 through 5: Mn -0.307; C -1.929; C 0.940; N 0.414; C -0.803

# 2
Entry from the OMol25 dataset: an isolated molecule of C15H23BrN4O3S (ωB97M-V/def2-TZVPD).

Geometry as XYZ:
```
47
Properties=species:S:1:pos:R:3
C -1.5159 -1.8168 1.3334
H -0.9193 -2.7233 1.2608
H -0.8434 -0.9624 1.2896
H -2.0153 -1.8056 2.2993
C -2.5392 -1.7624 0.2023
C -3.4123 -3.0188 0.2082
C -4.4411 -2.9869 -0.9168
C -5.3252 -1.7513 -0.7897
C -4.4702 -0.4891 -0.8043
C -3.4369 -0.5211 0.3247
N -2.6433 0.6900 0.3041
C -2.6227 1.5896 1.3056
O -3.2989 1.5027 2.3078
C -1.6058 2.7086 1.0858
H -1.5188 2.9628 0.0310
H -1.9189 3.5933 1.6383
C -0.2460 2.2306 1.6051
N 0.8331 3.0255 1.0532
S 1.2831 2.7474 -0.5196
O 2.6148 3.2463 -0.6499
O 0.2687 3.2657 -1.3996
C 1.3149 0.9597 -0.7154
C 2.3484 0.2767 -0.1129
C 2.4110 -1.1027 -0.2635
C 1.4429 -1.7345 -1.0329
N 0.4709 -1.0789 -1.6275
C 0.3784 0.2468 -1.4871
N -0.6910 0.8513 -2.0597
H -1.1554 0.3233 -2.7820
H -0.6235 1.8616 -2.1551
H 1.4547 -2.8051 -1.1827
Br 3.7921 -2.1025 0.5594
H 3.0918 0.8230 0.4476
H 1.6516 3.0983 1.6348
H -0.2197 2.3092 2.6927
H -0.1064 1.1701 1.3415
H -2.0635 0.8337 -0.5127
H -3.9488 -0.5317 1.2925
H -5.0993 0.3951 -0.6885
H -3.9492 -0.4117 -1.7624
H -5.8833 -1.7984 0.1473
H -6.0462 -1.7193 -1.6086
H -5.0545 -3.8890 -0.8822
H -3.9261 -2.9694 -1.8801
H -2.7775 -3.9009 0.1042
H -3.9279 -3.0895 1.1684
H -2.0001 -1.7098 -0.7514
```

The LUMO energy comes out at -0.006 hartree. The highest occupied orbital energy comes out at -0.3358 Eh. As for the molecular weight: 419.3 g/mol. The value obtained for the relative energy (zero: lowest compared OMol25 entry of this formula, charge and spin) is 0.0 kJ/mol. The structure (SMILES) is C[C@H]1CCCC[C@@H]1NC(=O)CCNS(=O)(=O)c1cc(Br)cnc1N. The spin multiplicity is 1. For the calculated total energy, the calculation gives -108910.3124 eV. The value obtained for the HOMO-LUMO gap is 9.0 eV. The net charge is 0.

Results of the Mulliken charge analysis, in e, for atoms 1 through 5: C -1.518; H 0.461; H -0.030; H 0.398; C 1.113

# 3
Entry from the OMol25 dataset: a structure of composition C15H23CeF9NO3P2 in a non-equilibrium geometry (ωB97M-V/def2-TZVPD).

Geometry as XYZ:
```
54
Properties=species:S:1:pos:R:3
Ce 0.8624 0.5195 0.1729
P 1.0917 -2.0649 -1.0667
C 0.0621 -1.7605 -2.5804
C -1.0669 -0.7593 -2.4893
N -1.1763 0.1378 -1.4706
C -2.3330 0.8560 -1.3895
C -3.3715 0.7415 -2.3120
C -3.2053 -0.1040 -3.4005
C -2.0339 -0.8424 -3.4875
C -2.6021 1.7961 -0.2179
P -1.1340 2.5358 0.6135
H -1.8643 -1.5411 -4.3056
H -4.2732 1.3460 -2.1565
H -3.9985 -0.2045 -4.1380
H -3.2228 2.6476 -0.5441
H -3.1618 1.2738 0.5820
H 0.7568 -1.5937 -3.4077
H -0.3894 -2.7572 -2.7509
H 2.1415 1.1278 -3.4985
O 2.5574 0.9595 -4.3566
H 1.9715 1.4167 -4.9867
H 2.6107 -0.0751 0.2262
O 1.8804 2.2616 -0.4534
H 2.2701 2.7865 -1.1895
C -0.8714 4.0464 -0.3842
H -1.7333 4.7251 -0.3237
H 0.0332 4.5583 -0.0274
H -0.7020 3.7669 -1.4326
C -1.8090 3.1767 2.1806
H -0.9707 3.5031 2.8160
H -2.4985 4.0196 2.0201
H -2.3288 2.3676 2.7154
C 0.3743 -3.7055 -0.7749
H 0.8202 -4.4120 -1.4946
H 0.5623 -4.0034 0.2632
H -0.7122 -3.6313 -0.9504
C 2.7378 -2.4440 -1.7767
H 3.4483 -2.6383 -0.9590
H 2.6750 -3.3265 -2.4265
H 3.1109 -1.5790 -2.3441
F 1.9026 1.3830 3.6626
C 1.0908 0.4500 4.2445
F 1.5370 0.1991 5.4966
F -0.1474 1.0167 4.3282
C 1.0190 -0.8202 3.3442
O 0.7010 -0.3628 2.0731
C 2.3963 -1.5520 3.2576
F 2.7676 -2.1276 4.4244
F 2.3428 -2.5238 2.2978
F 3.3739 -0.6851 2.8727
C -0.1072 -1.7996 3.7863
F 0.0251 -2.1704 5.0854
F -1.3183 -1.2125 3.6183
F -0.0906 -2.9220 3.0140
```

The LUMO energy (alpha / beta) comes out at -0.327 / -0.402 hartree. The highest occupied orbital energy (alpha / beta) comes out at -0.5918 / -0.5917 Eh. As for the molecular weight: 638.4 g/mol. The value obtained for the relative energy (zero: lowest compared OMol25 entry of this formula, charge and spin) is 9.8 kJ/mol. The spin multiplicity is 2. For the calculated total energy, the calculation gives -79508.8385 eV. The value obtained for the HOMO-LUMO gap (alpha / beta) is 7.2 / 5.2 eV. The net charge is +2.

Results of the Mulliken charge analysis, in e, for atoms 1 through 5: Ce 0.146; P 1.041; C -1.526; C 0.598; N 0.275